Density functional theory data (the ωB97M-V functional and the def2-TZVPD basis) for a molecular structure, C32H27ClIN5O2PPdTe.

Geometry as ORCA input:
```
! wB97M-V def2-TZVPD RIJCOSX def2/J DEFGRID3
* xyz 1 1
Pd -1.794 -1.925 -0.436
Cl -7.413 -2.283 3.517
C -5.769 -2.247 2.968
C -4.748 -2.404 3.865
C -3.409 -2.368 3.453
I -1.889 -2.613 4.844
C -3.043 -2.160 2.127
O -1.813 -2.088 1.724
C -4.132 -2.043 1.194
N -3.808 -1.906 -0.138
C -4.747 -1.752 -1.048
C -6.106 -1.731 -0.707
C -6.473 -1.896 0.599
C -5.487 -2.064 1.596
H -4.980 -2.556 4.910
H -4.407 -1.666 -2.075
H -6.840 -1.598 -1.488
H -7.516 -1.905 0.885
C 8.434 7.156 -0.269
O 7.037 7.414 -0.244
C 6.197 6.362 -0.272
C 6.603 5.031 -0.325
C 5.645 4.029 -0.349
C 4.289 4.325 -0.322
C 3.896 5.667 -0.272
C 4.833 6.671 -0.247
C 3.259 3.290 -0.345
N 1.962 3.512 -0.384
C 1.385 2.276 -0.390
C 2.337 1.281 -0.357
N 3.537 1.947 -0.325
C 2.022 -0.107 -0.349
C 2.948 -1.158 -0.284
C 2.496 -2.451 -0.256
C 1.126 -2.695 -0.332
N 0.235 -1.725 -0.424
C 0.655 -0.433 -0.399
C -0.353 0.600 -0.402
N -1.642 0.196 -0.379
C -2.606 1.092 -0.380
C -2.343 2.466 -0.394
C -1.043 2.900 -0.406
C -0.008 1.954 -0.405
H 8.917 8.128 -0.239
H 8.721 6.636 -1.185
H 8.741 6.571 0.601
H 7.649 4.767 -0.349
H 5.995 3.004 -0.397
H 2.841 5.902 -0.253
H 4.542 7.711 -0.207
H 4.456 1.543 -0.286
H 4.010 -0.952 -0.245
H 3.178 -3.286 -0.188
H 0.757 -3.708 -0.315
H -3.621 0.719 -0.375
H -3.169 3.162 -0.394
H -0.794 3.953 -0.413
C -3.618 -4.761 -1.250
P -1.974 -4.189 -0.769
C -0.871 -5.068 -1.908
C -1.704 -4.956 0.855
H -3.589 -5.850 -1.320
H -3.876 -4.339 -2.221
H -4.360 -4.477 -0.505
H -0.861 -6.122 -1.624
H 0.144 -4.678 -1.903
H -1.259 -4.943 -2.916
H -1.628 -6.038 0.736
H -2.545 -4.722 1.507
H -0.811 -4.565 1.338
Te -1.797 -1.837 -3.058
*
```

Values from the calculation:
**Electronic energy**: -85849.770 eV
**Frontier orbital gap (alpha / beta)**: 6.046 / 6.047 eV
**LUMO (alpha / beta)**: -3.588 / -3.587 eV

These are the Löwdin partial charges, in e, on atoms 1 to 2: Pd 0.713; Cl 0.717

---

Density functional theory data (the ωB97M-V functional and the def2-TZVPD basis) for 17 unconnected molecules or ions with the total composition C3H38O18.

Geometry as ORCA input:
```
! wB97M-V def2-TZVPD RIJCOSX def2/J DEFGRID3
* xyz 0 1
O 0.269 0.724 -0.927
C -0.435 -0.269 -0.907
O 0.234 -1.419 -0.864
C -1.932 -0.304 -1.236
C -2.589 -1.610 -0.491
H 1.136 -1.265 -0.304
H -2.084 -0.364 -2.272
H -2.432 0.543 -0.815
H -2.310 -2.572 -0.886
H -3.601 -1.616 -0.372
H -1.947 -1.709 0.468
H -1.338 0.864 2.159
H -0.420 -0.267 2.333
O -1.229 -0.100 1.920
H -0.068 4.788 1.127
H -0.128 3.708 0.065
O -0.693 4.210 0.693
H 0.506 -3.388 3.606
H 0.644 -3.769 2.250
O 1.154 -3.723 3.041
H 0.425 1.895 -3.481
H -0.138 0.525 -3.803
O 0.822 1.116 -4.016
H -0.960 2.305 3.093
H -1.608 3.330 2.134
O -1.750 2.499 2.779
H 1.364 2.050 -0.953
H 2.267 3.196 -1.394
O 1.523 2.932 -0.880
H 2.774 1.413 -3.305
H 3.264 0.886 -1.871
O 3.491 1.238 -2.748
H 0.700 3.879 -3.483
H 0.503 3.928 -2.104
O 0.205 3.446 -2.892
H 2.323 -0.237 1.427
H 3.900 0.274 1.479
O 3.021 0.476 1.334
H 0.424 1.719 0.673
H 1.773 1.566 1.374
O 0.767 2.017 1.554
H -2.129 -1.334 3.156
H -3.650 -1.265 2.913
O -2.971 -1.817 3.300
H -3.294 3.505 -1.123
H -2.561 2.749 0.015
O -3.304 2.700 -0.604
H 2.146 -2.591 3.021
H 3.648 -2.381 2.984
O 2.799 -1.895 2.885
H -1.984 -2.992 2.089
H -1.834 -4.090 1.045
O -1.429 -3.683 1.754
H 3.482 -3.047 -1.788
H 2.015 -3.318 -1.648
O 2.779 -3.034 -1.150
H -1.272 -3.493 -3.712
H 0.057 -3.026 -3.287
O -0.326 -3.906 -3.350
*
```

Values from the calculation:
**Electronic energy**: -40580.027 eV
**Frontier orbital gap**: 10.386 eV
**LUMO**: -0.089 eV

These are the natural (NBO) partial charges, in e, on atoms 1 to 2: O -0.709; C 0.870